9
Properties=species:S:1:pos:R:3 method="wB97M-V/def2-TZVPD" orbital_gap_ev="8.51 / 9.02" de_lowest_kj_mol=604.75 spin_multiplicity=1
C -0.367 0.347 0.191
C -0.812 1.818 0.746
C -0.956 0.801 2.082
O -0.577 -0.341 1.410
O -2.003 1.473 1.482
O -0.066 1.843 1.986
O 0.922 0.378 -0.213
H -1.082 -0.010 -0.562
H 1.370 -0.450 0.015